{
  "formula": "FHOS",
  "method": "wB97M-V/def2-TZVPD",
  "species": ["O", "S", "F", "H"],
  "xyz": [[-0.64850, 0.09569, 0.00606], [-2.14180, 0.00289, -0.04177], [1.85380, -0.07166, 0.04589], [0.93650, -0.02693, -0.01018]],
  "atomic_forces_ev_per_a": [[-1.8, 0.0, 0.0], [1.1, 0.1, 0.0], [1.1, -0.1, 0.0], [-0.4, 0.0, 0.0]],
  "e_homo_ev": [-10.35, -10.35],
  "relative_energy_kj_mol": 48.1,
  "lumo_ha": [-0.0926, -0.0926],
  "fmax_ha_per_bohr": 0.0347,
  "smiles": "O=S.F",
  "e_tot_ha": -573.82409
}